Entry 1:
ORCA calculation (ωB97M-V/def2-TZVPD) on a single C6H7NS molecule at a distorted geometry.

Results
**Multiplicity**: 1
**Orbital gap**: 9.2 eV
**E**: -685.68027 hartree
**ΔE to the lowest compared entry with this formula, charge and spin**: 56.2 kcal/mol

Each line ends with the Mulliken charge.
Element x y z (Å)
C  2.08260  -0.19749  0.08670  0.2938
C  0.63594  1.50436  -0.86911  -0.6825
C  -0.57593  1.95441  -0.45238  -0.0916
C  0.87705  0.07970  -0.61234  0.0811
C  -0.35622  -0.48781  0.59151  -0.3748
C  -1.16235  -1.68454  0.52255  -1.0190
N  2.98717  -0.34346  0.79042  -0.4829
S  -1.45254  0.95166  0.60116  -0.1834
H  1.13064  2.11000  -1.64388  0.3007
H  -0.98569  2.99951  -0.66733  0.3046
H  0.74420  -0.54168  -1.43871  0.3930
H  0.03982  -0.42871  1.53393  0.5116
H  -2.02726  -1.33401  0.05939  0.3594
H  -1.28686  -2.17357  1.56640  0.2480
H  -0.65056  -2.40837  -0.06832  0.3420

Entry 2:
ORCA calculation (ωB97M-V/def2-TZVPD) on 2 unconnected molecules or ions with the total composition C6H7O at a distorted geometry.

Results
**Multiplicity**: 1
**Orbital gap (alpha / beta)**: 5.8 / 9.1 eV
**E**: -307.54410 hartree
**ΔE to the lowest compared entry with this formula, charge and spin**: 126.7 kcal/mol
**Total charge**: +1

Each line ends with the Mulliken charge.
Element x y z (Å)
C  -1.77040  -0.44650  0.48824  -0.3824
C  -0.56802  -0.98250  0.85887  -0.3914
C  -1.56268  0.47445  -0.59195  0.6384
C  0.41119  -0.19159  0.17605  0.3302
C  -2.32547  1.11570  -1.48164  -0.6171
C  3.58997  -0.36075  0.64953  -0.5226
O  -0.19310  0.58831  -0.68379  -0.2468
H  -2.73212  -0.56836  0.99777  0.3775
H  -0.22671  -1.58837  1.70507  0.3641
H  -1.81809  1.88945  -2.20344  0.2561
H  -3.42663  1.21168  -1.48705  0.2968
H  4.37192  -0.67046  -0.18771  0.2808
H  3.20033  -1.12097  1.23141  0.3255
H  3.04981  0.64990  0.52862  0.2910

Entry 3:
ORCA calculation (ωB97M-V/def2-TZVPD) on a gas-phase ion, C6H7O2 (charge -1) at a distorted geometry.

Results
**Multiplicity**: 1
**Orbital gap**: 7.3 eV
**E**: -383.24685 hartree
**ΔE to the lowest compared entry with this formula, charge and spin**: 42.9 kcal/mol
**Total charge**: -1

Each line ends with the Mulliken charge.
Element x y z (Å)
C  -1.00032  -0.39580  1.24141  -0.8593
C  -0.12413  -0.91203  0.41316  0.2468
C  -1.21015  0.57221  -1.48433  0.5525
C  -0.48079  0.51330  -0.00032  0.7229
C  0.97148  -1.86131  0.31395  -1.1495
C  0.35698  1.72547  0.16037  -1.1264
O  -0.81886  1.44737  -2.25864  -0.7236
O  -1.98233  -0.34567  -1.72324  -0.7438
H  -1.66574  -0.46833  2.00651  0.4615
H  1.29201  -2.05849  -0.70372  0.3543
H  0.81537  -2.92597  0.59908  0.3208
H  1.86244  -1.44617  0.76204  0.2363
H  1.47165  1.43681  0.36853  0.1889
H  0.15309  2.38093  1.08378  0.2149
H  0.35930  2.33767  -0.77859  0.3038